Record 1
Density functional theory data (the ωB97M-V functional and the def2-TZVPD basis) for a molecular structure, C15H13N4O9RuS3 in a non-equilibrium geometry.

```
! RIJCOSX wB97M-V def2-TZVPD def2/J DEFGRID3
* xyz -2 2
Ru 0.7306 0.5758 -0.5965
O -5.4071 0.6683 -1.3984
C -4.1291 0.4679 -0.9509
C -3.5211 1.3511 -0.0689
C -2.2099 1.1169 0.3060
N -1.5206 0.0722 -0.1247
C -2.0899 -0.7749 -0.9687
C -3.3998 -0.6279 -1.3979
C -1.1564 -1.8608 -1.5396
O -1.6727 -2.8258 -2.1033
O 0.0652 -1.6225 -1.4003
C -1.4253 2.1123 1.1682
O -2.0480 3.0358 1.7033
O -0.1938 1.9015 1.2108
H -5.7186 1.5097 -1.0418
H -4.0178 2.2366 0.3042
H -3.8171 -1.3364 -2.0952
S 2.4528 -0.4376 0.7266
C 2.9773 1.0582 1.4670
S 2.3935 1.3708 3.0169
C 3.9741 1.8347 0.8780
C 4.4021 3.0237 1.4706
N 4.7756 4.0127 1.9342
C 4.6342 1.4775 -0.3030
N 5.2849 1.2039 -1.2140
C 0.7689 4.7031 1.1146
N 0.2468 4.5226 -0.2216
C -1.0142 5.1604 -0.4932
C 0.7166 3.5379 -0.9965
O 1.6682 2.8268 -0.7005
H 0.9341 5.7654 1.3075
H 1.7063 4.1581 1.1942
H 0.0649 4.2971 1.8429
H -0.8992 6.2476 -0.4466
H -1.7484 4.8420 0.2536
H -1.3623 4.8671 -1.4816
H 0.2080 3.4540 -1.9710
C -0.1581 -0.2711 -4.3928
S 0.1849 1.2139 -3.4043
O -0.8840 1.3337 -2.4029
O 0.1692 2.3204 -4.3501
O 1.5014 0.9854 -2.7984
H -0.7434 0.0234 -5.2532
H -0.6869 -0.9802 -3.7735
H 0.8040 -0.6679 -4.6840
*
```

Gap between HOMO and LUMO (spin up / spin down)   0.1962 / 0.2115 Ha
Largest force on an atom   2.7 eV Å⁻¹
⟨S²⟩   0.9174
LUMO level (spin up / spin down)   3.64 / 4.03 eV
HOMO (spin up / spin down)   -1.704 / -1.726 eV
ΔE to the lowest compared entry with this formula, charge and spin   4.7271 eV
DFT total energy   -75242.792 eV

Results of the natural (NBO) charge analysis, in e, for atoms 1 through 8: Ru 1.241; O -0.671; C 0.338; C -0.318; C 0.148; N -0.462; C 0.151; C -0.291


Record 2
Density functional theory data (the ωB97M-V functional and the def2-TZVPD basis) for a single C4H8S2 molecule in a non-equilibrium geometry.

```
! RIJCOSX wB97M-V def2-TZVPD def2/J DEFGRID3
* xyz 0 1
C -0.4595 -2.8891 0.6936
S -1.1919 -1.7693 -0.5890
C -0.6137 -0.2255 0.0313
C -0.4838 0.9536 -0.6506
C 0.3596 2.0794 -0.1212
S 2.0435 2.1970 -0.7290
H -1.1199 -3.7048 0.9697
H 0.4743 -3.3173 0.2658
H -0.2691 -2.3790 1.6368
H -0.2986 -0.3355 1.1111
H -0.7175 0.9407 -1.7268
H 0.4733 2.0594 0.9549
H -0.1034 3.0327 -0.4306
H 1.9066 3.3576 -1.4160
*
```

Gap between HOMO and LUMO   0.3319 Ha
Largest force on an atom   2.6 eV Å⁻¹
LUMO level   0.88 eV
HOMO   -8.156 eV
ΔE to the lowest compared entry with this formula, charge and spin   1.3930 eV
DFT total energy   -25947.021 eV

Results of the natural (NBO) charge analysis, in e, for atoms 1 through 8: C -0.727; S 0.238; C -0.341; C -0.245; C -0.559; S -0.029; H 0.228; H 0.223


Record 3
Density functional theory data (the ωB97M-V functional and the def2-TZVPD basis) for a molecular structure, C64H87Br9HfN9O13 in a non-equilibrium geometry.

```
! RIJCOSX wB97M-V def2-TZVPD def2/J DEFGRID3
* xyz 0 2
Hf 20.5127 6.9443 -18.3854
C 23.9017 8.8664 -19.4515
C 23.5326 10.0987 -18.6493
C 24.0541 11.2764 -19.4823
C 23.5288 12.6640 -19.0181
C 22.0806 12.7469 -18.7718
C 21.6063 11.5503 -17.8570
N 22.1079 10.2638 -18.4206
O 21.4476 9.1506 -17.7881
C 19.9810 11.6571 -17.9324
C 22.0020 11.8619 -16.3570
C 24.4034 10.0978 -17.3920
H 23.5048 8.7724 -20.4623
H 23.5096 7.9709 -18.9694
H 24.9713 8.6571 -19.4693
H 23.6858 11.1812 -20.5037
H 25.1366 11.3195 -19.6022
H 23.7742 13.4060 -19.7779
H 24.1221 12.9566 -18.1518
H 21.5057 12.6759 -19.6951
H 21.9204 13.6881 -18.2458
H 19.4085 11.1959 -17.1276
H 19.6961 11.4087 -18.9547
H 19.5950 12.6652 -17.7808
H 21.9168 10.9339 -15.7916
H 21.4070 12.6762 -15.9434
H 22.9939 12.2835 -16.1938
H 25.2982 9.4786 -17.4549
H 23.8428 9.7093 -16.5418
H 24.6936 11.1121 -17.1183
C 20.9501 2.2316 -20.6287
C 19.7392 3.2255 -20.7486
C 18.6551 2.5288 -21.6374
C 17.8033 1.5382 -20.9006
C 17.2771 2.0376 -19.5418
C 18.3208 2.6591 -18.6147
N 19.1115 3.6040 -19.4121
O 19.7705 4.6269 -18.6755
C 19.1158 1.4996 -18.0288
C 17.4531 3.3852 -17.4908
C 20.3284 4.3928 -21.5824
H 21.5112 2.5750 -19.7596
H 21.6305 2.2934 -21.4780
H 20.6543 1.2063 -20.4066
H 19.1708 2.0233 -22.4538
H 18.1221 3.3424 -22.1295
H 18.3423 0.5909 -20.8941
H 16.9433 1.2799 -21.5185
H 16.6508 1.2174 -19.1909
H 16.5865 2.8482 -19.7741
H 19.2906 0.7575 -18.8078
H 18.5667 0.9777 -17.2450
H 20.0507 1.9290 -17.6688
H 16.6638 2.8270 -16.9873
H 16.8847 4.2336 -17.8717
H 18.1798 3.8105 -16.7985
H 19.5450 5.1432 -21.6887
H 20.6094 4.0744 -22.5863
H 21.1769 4.8338 -21.0592
C 17.9932 7.7029 -13.7188
C 19.5768 7.7755 -13.8737
C 20.2139 7.6459 -12.4500
C 20.3370 6.2725 -11.7712
C 20.9570 5.2894 -12.7795
C 20.1907 5.2387 -14.1905
N 20.1163 6.6644 -14.7135
O 19.6970 6.6941 -16.1119
C 18.7787 4.5955 -13.9750
C 21.1726 4.3430 -15.0819
C 19.9845 9.2053 -14.3907
H 17.6128 8.6026 -13.2351
H 17.5961 6.8937 -13.1060
H 17.4746 7.6435 -14.6757
H 19.4861 8.1345 -11.8021
H 21.0175 8.3764 -12.3566
H 19.3874 5.9277 -11.3618
H 20.9990 6.3604 -10.9097
H 21.1352 4.2800 -12.4088
H 22.0033 5.5578 -12.9253
H 18.5693 3.6276 -14.4304
H 18.0092 5.2325 -14.4110
H 18.5654 4.5534 -12.9069
H 20.8593 3.8622 -16.0086
H 21.4697 3.5037 -14.4531
H 22.0786 4.8989 -15.3232
H 19.4960 9.4695 -15.3286
H 21.0544 9.1948 -14.5989
H 19.8045 10.0343 -13.7063
N 17.8513 7.6209 -20.1539
C 18.2716 8.6499 -19.4125
C 17.9594 8.3451 -18.1289
C 17.5812 6.9885 -18.1080
C 17.6005 6.5115 -19.3544
H 17.7923 7.6006 -21.1620
H 18.7109 9.5490 -19.8188
H 18.0216 9.0650 -17.3263
H 17.0984 6.5740 -17.2353
H 17.2224 5.6575 -19.8967
C 21.7891 11.9459 -11.0807
Br 22.7710 12.6253 -12.7897
Br 21.6513 13.2032 -9.4996
Br 22.8466 10.3096 -10.4792
H 20.7938 11.6151 -11.3774
C 13.9849 8.4624 -13.0319
Br 12.2023 7.8182 -12.6356
Br 15.2265 8.4920 -11.4426
Br 13.9189 10.3260 -13.8450
H 14.4083 7.8284 -13.8110
C 15.2674 4.7306 -12.0266
Br 15.6188 3.6715 -13.6921
Br 16.7189 4.7348 -10.7468
Br 13.5106 4.4275 -11.1378
H 15.1616 5.7578 -12.3756
C 20.9527 7.0535 -5.8378
C 19.9244 6.5188 -6.5854
C 19.4065 7.2633 -7.5905
C 19.7954 8.6247 -7.7793
C 20.8205 9.0952 -6.9568
C 21.4190 8.3377 -5.9682
N 19.0956 9.4573 -8.8451
O 18.2509 8.8628 -9.5339
O 19.5390 10.5458 -9.0742
H 21.4369 6.4436 -5.0896
H 19.6852 5.4725 -6.4652
H 18.7378 6.8071 -8.3054
H 21.2622 10.0733 -7.0777
H 22.3198 8.7163 -5.5083
C 25.4972 8.4833 -12.8813
C 24.0840 8.2643 -13.1338
C 23.7595 7.6998 -14.3619
C 24.6727 7.3228 -15.3416
C 26.0691 7.3471 -14.9995
C 26.4710 7.9739 -13.7949
N 24.2332 6.6869 -16.5914
O 23.0497 6.6555 -16.8645
O 25.1152 6.2484 -17.3346
H 25.6821 9.0196 -11.9623
H 23.3915 8.7213 -12.4424
H 22.7299 7.6126 -14.6760
H 26.8112 6.8354 -15.5945
H 27.4974 7.9392 -13.4606
C 23.7517 6.9274 -8.9104
C 23.9879 5.8939 -9.8102
C 25.2402 5.7790 -10.3740
C 26.3119 6.7042 -10.1214
C 26.0279 7.7795 -9.2166
C 24.7575 7.8968 -8.6148
N 27.6480 6.6123 -10.7490
O 27.8417 5.9295 -11.7394
O 28.5146 7.2848 -10.2284
H 22.7444 7.1172 -8.5701
H 23.2564 5.1276 -10.0198
H 25.3002 4.9512 -11.0650
H 26.8060 8.4748 -8.9383
H 24.5594 8.6621 -7.8789
C 25.7579 3.6493 -15.0215
C 25.0198 2.9281 -14.0770
C 25.5023 2.5238 -12.8350
C 26.8301 2.8232 -12.5438
C 27.5669 3.6578 -13.3499
C 27.0786 4.0575 -14.6221
N 27.5027 2.2406 -11.3316
O 26.9403 1.3801 -10.6606
O 28.6710 2.6026 -11.0283
H 25.4506 3.7627 -16.0506
H 24.0652 2.4442 -14.2217
H 24.8640 1.8893 -12.2381
H 28.5772 3.9378 -13.0907
H 27.7274 4.6305 -15.2680
C 17.9504 1.3095 -12.2249
C 19.3020 1.6222 -12.0396
C 20.2499 1.2056 -12.9197
C 19.8802 0.4495 -14.0404
C 18.5837 0.0106 -14.2219
C 17.6336 0.4774 -13.3140
N 20.9624 0.0741 -14.9619
O 20.7925 -0.9768 -15.5760
O 21.9120 0.8593 -15.1892
H 17.1645 1.6905 -11.5896
H 19.6382 2.1211 -11.1427
H 21.2996 1.4532 -12.8618
H 18.2987 -0.5821 -15.0786
H 16.6351 0.0949 -13.4661
*
```

Gap between HOMO and LUMO (spin up / spin down)   0.2068 / 0.2099 Ha
Largest force on an atom   5.1 eV Å⁻¹
⟨S²⟩   0.7546
LUMO level (spin up / spin down)   -1.06 / -1.06 eV
HOMO (spin up / spin down)   -6.691 / -6.776 eV
DFT total energy   -739470.924 eV

Results of the Löwdin charge analysis, in e, for atoms 1 through 8: Hf 1.780; C -0.054; C -0.527; C -0.133; C -0.208; C -0.159; C -0.407; N -0.130


Record 4
Density functional theory data (the ωB97M-V functional and the def2-TZVPD basis) for 2 unconnected molecules or ions with the total composition C4H9ClF3NSSi in a non-equilibrium geometry.

```
! RIJCOSX wB97M-V def2-TZVPD def2/J DEFGRID3
* xyz 0 1
C -0.6365 0.2096 -1.9925
C -2.1060 0.4014 0.7344
C 0.4700 2.1036 0.4844
C 0.5606 -2.1557 0.4822
N 0.7489 -0.7989 0.3441
F -0.4464 -2.6501 -0.2343
F 1.6411 -2.8715 0.2135
F 0.2376 -2.6122 1.7916
Si -0.4079 0.4569 -0.0736
S 3.4425 0.5248 0.6346
Cl 4.0413 -1.3673 0.4161
H 0.0952 0.9613 -2.4324
H -0.1955 -0.7352 -2.1672
H -1.6371 0.2924 -2.4553
H -2.8661 1.1613 0.3112
H -2.5677 -0.5164 0.5450
H -2.0898 0.7675 1.7841
H 1.5172 1.7416 0.4612
H -0.0428 2.7559 -0.2996
H 0.2413 2.3308 1.4525
*
```

Gap between HOMO and LUMO (spin up / spin down)   0.1930 / 0.1827 Ha
Largest force on an atom   4.5 eV Å⁻¹
LUMO level (spin up / spin down)   -4.18 / -4.17 eV
HOMO (spin up / spin down)   -9.437 / -9.140 eV
ΔE to the lowest compared entry with this formula, charge and spin   2.0948 eV
DFT total energy   -45168.374 eV

Results of the natural (NBO) charge analysis, in e, for atoms 1 through 8: C -1.089; C -1.126; C -1.045; C 1.032; N -0.873; F -0.323; F -0.326; F -0.377


Record 5
Density functional theory data (the ωB97M-V functional and the def2-TZVPD basis) for 2 unconnected molecules or ions with the total composition C6H14N2O2 in a non-equilibrium geometry.

```
! RIJCOSX wB97M-V def2-TZVPD def2/J DEFGRID3
* xyz 0 1
C 1.1980 -0.0089 -2.3385
N 0.6046 1.0087 -1.5359
C -0.3661 1.8542 -2.0316
C -1.0399 2.6876 -0.9656
O -0.7033 1.8579 -3.1901
H 1.0134 0.1467 -3.3833
H 2.2672 -0.1654 -2.1860
H 0.8631 -1.0431 -2.1469
H 0.9817 1.2684 -0.6418
H -1.1874 2.2658 0.0082
H -0.7062 3.7248 -1.0017
H -2.0727 2.7996 -1.3131
C -1.4822 -2.3416 0.9284
N -0.4933 -1.3103 1.1984
C 0.3030 -1.3797 2.3060
C 1.3213 -0.2702 2.4450
O 0.1557 -2.2324 3.1583
H -1.1050 -3.1130 0.2478
H -1.5738 -2.9219 1.8480
H -2.4389 -1.9321 0.6316
H -0.2703 -0.7512 0.4055
H 1.4750 0.2468 1.5014
H 1.0097 0.3512 3.2804
H 2.2465 -0.7418 2.7754
*
```

Gap between HOMO and LUMO   0.3787 Ha
Largest force on an atom   2.1 eV Å⁻¹
LUMO level   0.50 eV
HOMO   -9.805 eV
ΔE to the lowest compared entry with this formula, charge and spin   0.9690 eV
DFT total energy   -13524.655 eV

Results of the natural (NBO) charge analysis, in e, for atoms 1 through 8: C -0.432; N -0.641; C 0.681; C -0.742; O -0.602; H 0.239; H 0.203; H 0.185


Which formula does entry 2 have? C4H8S2